[1]
9
Properties=species:S:1:pos:R:3:forces:R:3 method="wB97M-V/def2-TZVPD" max_force_ev_per_a=2.398 e_lumo_ev="-0.46 / -2.64" spin_multiplicity=1 homo_lumo_gap_ev="9.386 / 5.114" energy_ev=-23285.92580 molar_mass_g_mol=96.1
C -0.197569 -0.053333 0.105604 -1.1123 -0.4257 0.5833
O 0.461640 -1.313131 -0.109297 1.3093 1.3960 -1.4456
P -0.095309 -2.751802 0.321937 -0.5937 -0.9189 0.4257
S 1.973787 2.177242 -0.860326 0.2546 0.5567 0.1224
H -1.168085 -0.389480 0.591330 0.9459 1.4550 -0.2187
H -0.371050 0.690639 -0.743958 -0.0127 -1.9913 0.3041
H 0.520722 0.512034 0.708029 -0.6224 -0.1270 0.7252
H 1.163853 -3.442095 0.487077 -0.2482 0.4819 -0.2080
H 1.604045 0.980419 -1.284418 0.0796 -0.4267 -0.2884


[2]
20
Properties=species:S:1:pos:R:3:forces:R:3 method="wB97M-V/def2-TZVPD" max_force_ev_per_a=7.145 e_lumo_ev="0.57 / -3.45" spin_multiplicity=3 homo_lumo_gap_ev="6.179 / 7.956" energy_ev=-15030.84251 molar_mass_g_mol=155.2 s2=2.007
C -2.213681 1.025446 0.707155 -1.4501 1.3746 0.4611
C -1.696698 -1.153486 -0.085125 3.8670 6.0072 0.1146
C 0.069776 0.408813 0.240752 0.8232 1.8005 -2.0380
C 0.577976 -0.945605 -0.098426 1.4256 -2.4292 0.0478
C -1.388037 0.386529 -0.278526 -0.0765 -2.2997 -0.0655
C 0.941764 1.537375 -0.472134 -2.2237 -2.2900 -1.0688
C 1.774180 -1.414421 0.752424 1.5725 0.7994 2.8128
N -2.861830 1.526124 1.523324 0.3678 -0.2099 -0.3377
O -2.763991 -1.734799 -0.146842 -5.3524 -2.4786 -0.4677
O -0.590549 -1.814307 0.038831 3.7154 -2.5614 0.8005
O -1.559094 0.695615 -1.636087 -0.8581 -0.0880 -0.1332
H -0.000674 0.710339 1.273792 0.3784 -0.7994 0.6057
H 0.980853 -1.207478 -1.129934 -0.9803 1.3869 0.6263
H 0.698397 1.376393 -1.562746 0.4210 0.7416 0.9313
H 1.995832 1.288748 -0.436593 0.1641 0.6194 0.7030
H 0.512072 2.444661 -0.066540 0.9148 0.6353 -0.2825
H 1.731987 -1.305756 1.867980 -1.3096 0.0964 -0.5814
H 2.733244 -0.767158 0.729445 -1.4833 -0.9022 -1.2846
H 2.062302 -2.466686 0.725418 -0.1356 0.0870 -0.9768
H -1.003821 1.409647 -1.946169 0.2200 0.5102 0.1332


[3]
75
Properties=species:S:1:pos:R:3:forces:R:3 method="wB97M-V/def2-TZVPD" max_force_ev_per_a=3.270 e_lumo_ev="-6.79 / -6.85" spin_multiplicity=2 homo_lumo_gap_ev="7.086 / 7.021" total_charge=+2 energy_ev=-105899.08092 molar_mass_g_mol=590.3 s2=0.755
Cu 0.098737 1.932043 -1.572473 0.3041 1.0391 -0.6638
N 0.637285 3.997619 -1.741924 -0.8736 0.7219 -0.6822
C 1.569128 4.660621 -2.725303 0.3833 -0.4566 1.1374
C 2.998882 4.112966 -2.610854 0.5121 1.0694 -1.0272
C 3.451103 2.884070 -3.425712 -0.7264 0.8939 -0.6712
C 2.740876 1.585534 -3.113326 0.0350 0.3673 0.5081
N 1.263715 1.743183 -3.306578 -0.4119 -1.3236 -2.0829
H -0.269205 4.496750 -1.783444 0.4184 -0.4875 -0.2300
H 0.992430 4.308485 -0.878346 0.5004 0.1424 1.7075
H 1.662321 5.734731 -2.518988 -0.4153 -0.2331 0.1663
H 1.102412 4.575284 -3.665504 -0.2324 -0.1550 -1.4409
H 3.229592 4.108297 -1.553905 0.3065 -0.3909 0.3780
H 3.617429 4.938977 -3.035928 -0.2510 -0.4889 0.4633
H 4.546832 2.796743 -3.406211 -0.4014 -0.1347 0.1966
H 3.191162 3.193313 -4.471418 0.3479 -0.5563 0.4688
H 2.875721 1.315558 -2.064697 0.2289 -0.1109 -0.0034
H 3.114956 0.771325 -3.728619 0.0472 -0.0133 -0.0440
H 0.988691 0.855024 -3.823547 0.0277 1.4940 0.8768
H 1.104648 2.496168 -4.021414 0.0372 -0.8763 0.9529
S 0.088478 -0.290575 -1.325133 0.3673 -0.4999 1.6663
C 0.252810 -0.424166 0.423259 -1.3808 0.4442 -1.0220
N 0.651724 -1.508038 1.005838 0.4677 -0.9238 -0.4942
C 0.838420 -1.631644 2.443436 0.4740 0.1495 1.2933
C -0.266308 -0.891097 3.155459 1.2901 0.8790 -0.2245
N -0.339728 0.502084 2.575259 0.7174 -0.7256 2.2756
C -0.499487 1.597386 3.528655 -1.1087 0.9210 0.9056
C 0.331494 1.501627 4.808872 0.2007 -0.9659 -2.0970
C 1.705314 1.361035 4.617164 1.8458 0.1051 1.9220
C 2.550981 1.421294 5.777000 -2.8149 -0.0057 -1.2234
C 2.021006 1.529335 7.057226 0.0296 -0.3028 -0.2815
C 0.653019 1.522600 7.203242 -1.4653 0.9037 0.0358
C -0.210941 1.512341 6.068472 1.1703 0.5185 1.9948
C -0.291117 0.728143 1.313931 0.5601 -1.0925 -2.1982
S -0.881205 2.089846 0.550191 0.2591 0.6609 -0.0428
C 1.120470 -2.696902 0.239391 0.5170 -0.3057 -0.0760
C 0.446254 -3.990978 0.672257 -1.6022 0.0415 -0.2665
C -0.966145 -4.106927 0.693404 0.4523 1.2175 0.2857
C -1.584534 -5.147875 1.284568 -0.0334 -2.9670 1.3741
C -0.865063 -6.259163 1.843108 0.6983 1.6049 -1.5258
C 0.512953 -6.219361 1.704932 0.0102 0.8117 -0.3192
C 1.138421 -5.093403 1.136349 0.7785 0.5520 0.2684
H 1.826403 -1.134756 2.778008 -1.2399 -1.0755 -0.7608
H 0.787683 -2.725881 2.730494 0.3122 1.2910 -0.4345
H 0.118584 -0.807423 4.194986 -1.1063 0.0428 -0.4956
H -1.246051 -1.325991 2.998028 -0.1361 -0.2671 0.4439
H -1.560130 1.663061 3.789213 -0.0372 0.0265 0.0185
H -0.270153 2.526223 2.991368 0.0473 -0.2523 0.1335
H 2.219834 1.216041 3.640105 -0.7615 0.4289 0.6417
H 3.566463 1.502203 5.647876 2.3007 -0.1818 -0.3396
H 2.668270 1.606285 7.925058 -0.0410 0.0550 -0.1640
H 0.193626 1.752915 8.194370 0.4475 -0.6488 -0.8781
H -1.240425 1.668557 6.322721 -0.5587 -0.1206 -0.5415
H 2.156552 -2.819064 0.575373 0.1581 0.2021 -0.5586
H 1.048802 -2.407756 -0.831333 0.1522 -0.6646 0.7767
H -1.676532 -3.338932 0.434290 0.3881 0.6514 -0.6190
H -2.659439 -5.198300 1.354611 -0.1692 0.2047 -0.1095
H -1.353302 -7.117426 2.236262 -0.4131 -0.3688 0.4191
H 1.201394 -6.972929 2.030797 -0.1854 -0.5813 0.2761
H 2.233275 -5.037776 1.141627 -0.3329 -0.2071 -0.0499
N -1.771605 2.321856 -2.795757 -0.6274 -0.3356 0.1041
C -2.428170 1.411434 -3.109383 0.7702 -0.4124 -1.0538
N -3.010066 0.312938 -3.587162 0.4512 1.9197 0.5167
C -2.451046 -0.292439 -4.789945 1.4358 -0.5058 0.0844
C -3.337718 -1.435444 -5.208103 -0.1809 -0.2567 -1.1114
O -3.720186 -2.226803 -4.107938 -1.6200 0.4998 -0.1062
C -4.624288 -1.464410 -3.231335 1.8999 0.0081 0.4460
C -3.632256 -0.479204 -2.558789 -0.3467 -2.2613 -0.0294
H -1.375190 -0.519151 -4.621047 -0.5420 -0.4990 0.1248
H -2.433084 0.406589 -5.593039 -0.1911 0.8671 -0.5248
H -2.992467 -2.044506 -6.068395 0.7965 -0.0637 1.0624
H -4.150359 -0.972282 -5.760722 -1.0267 0.2012 0.6190
H -4.943739 -2.142568 -2.452883 -0.2508 -0.3412 -0.0643
H -5.507153 -1.000172 -3.702176 0.6075 -0.1948 -0.2758
H -2.894582 -1.154023 -2.011573 -0.6390 0.9584 -0.5993
H -4.066475 0.216883 -1.884297 -0.6309 0.3603 0.7884


[4]
15
Properties=species:S:1:pos:R:3:forces:R:3 method="wB97M-V/def2-TZVPD" max_force_ev_per_a=0.746 e_lumo_ev="1.02 / -1.99" spin_multiplicity=2 homo_lumo_gap_ev="10.051 / 6.829" energy_ev=-15596.24886 molar_mass_g_mol=92.2 s2=0.753
C 0.677835 0.862800 -1.270128 -0.0261 0.0047 -0.0461
C -0.402490 1.715430 -0.615744 -0.1375 -0.1055 0.0997
C -1.831743 1.127165 -0.520596 0.7235 -0.1706 -0.0602
S -1.998730 -0.659612 -0.364218 -0.0887 0.1193 0.0462
N 1.262928 -0.101163 -0.341117 -0.1618 -0.0501 0.1182
H 1.487164 1.531035 -1.578253 -0.1048 -0.0470 -0.1226
H 0.251054 0.412261 -2.180340 0.0900 -0.0606 -0.0006
H -0.068605 1.977337 0.386765 0.1207 0.0776 0.0627
H -0.477122 2.637606 -1.197904 -0.0625 0.0816 0.1539
H -2.331227 1.549020 0.360521 -0.2224 0.0288 -0.3571
H -2.382680 1.383274 -1.428986 -0.2599 0.0710 0.1878
H 1.755814 -5.857666 4.623969 -0.0564 0.2852 0.1178
H 1.907312 -0.715795 -0.825184 -0.0048 0.0526 0.0314
H 0.529141 -0.686536 0.046798 0.1344 -0.0019 -0.1130
H 1.621350 -5.175157 4.904418 0.0564 -0.2851 -0.1180


Computed energy above the lowest of the compared OMol25 structures with the same formula, charge and spin (kJ/mol) in order:
416.0 113.5 205.0 83.3